No. 1
The following is a DFT calculation (ωB97M-V with the def2-TZVPD basis set) of one molecule with the formula C5H14N2 in a non-equilibrium geometry.

Computed properties:
* charge: 0
* spin multiplicity: 1
* ΔE to the lowest compared entry with this formula, charge and spin: 259.9 kJ/mol
* highest occupied orbital energy: -8.01 eV
* SMILES string: CNCCN(C)C
* energy: -308.32407 hartree

Last column: Mulliken charge in e.
Element x y z (Å)
C (-1.83995, -2.29825, -0.40301)  -0.82
N (-0.99271, -1.11070, -0.66515)  -0.41
C (-1.39660, -0.07150, 0.28812)  -0.66
C (-0.43695, 1.09826, 0.07022)  -0.61
N (0.92537, 0.66933, 0.02410)  -0.07
C (1.74546, 0.08089, 1.11304)  -1.13
C (1.88609, 1.76990, -0.59645)  -0.90
H (-2.65559, -2.01653, 0.25137)  0.34
H (-1.32501, -3.17182, 0.07905)  0.24
H (-2.21026, -2.70646, -1.34348)  0.27
H (0.03927, -0.94070, -0.71855)  0.38
H (-1.28759, -0.52568, 1.34206)  0.30
H (-2.43629, 0.17289, 0.24685)  0.47
H (-0.57880, 1.50312, -0.94781)  0.35
H (-0.60793, 1.90643, 0.82474)  0.30
H (1.35629, -0.85835, 1.45360)  0.37
H (2.64677, -0.38142, 0.72068)  0.40
H (1.83310, 0.70062, 2.06131)  0.31
H (1.43978, 2.30529, -1.50797)  0.27
H (2.77098, 1.14541, -0.84708)  0.28
H (2.12040, 2.63562, 0.01811)  0.33



No. 2
The following is a DFT calculation (ωB97M-V with the def2-TZVPD basis set) of a 2-piece molecular cluster, C5H14N2 overall in a non-equilibrium geometry.

Computed properties:
* charge: 0
* spin multiplicity: 1
* ΔE to the lowest compared entry with this formula, charge and spin: 666.2 kJ/mol
* highest occupied orbital energy: -8.14 eV
* energy: -308.16930 hartree

Last column: Mulliken charge in e.
Element x y z (Å)
C (0.28447, 0.12691, 1.33571)  -0.62
N (1.55519, 0.21396, 0.72729)  -0.34
C (2.00394, -1.08670, 0.66299)  -0.45
C (-0.84458, -0.56016, 0.40155)  -0.95
C (-0.67595, -0.18608, -1.03797)  -0.45
C (-0.44466, 1.31821, -1.10498)  -0.75
N (-1.64110, 1.89090, -0.50879)  -0.61
H (0.16974, -0.51884, 2.22473)  0.33
H (-0.10145, 1.15615, 1.65703)  0.41
H (0.81260, -2.71017, 0.20983)  0.38
H (2.39528, -1.56933, 1.59137)  0.34
H (1.14462, -1.81744, 0.37484)  -0.43
H (2.68263, -1.17179, -0.16735)  0.36
H (-0.63017, -1.63876, 0.57198)  0.41
H (-1.79273, -0.20407, 0.86211)  0.40
H (0.25896, -0.63224, -1.38394)  0.19
H (-1.49091, -0.46035, -1.75035)  0.40
H (-0.26232, 1.64434, -2.14993)  0.41
H (0.54024, 1.55171, -0.60035)  0.44
H (-2.53305, 1.68149, -1.11781)  0.26
H (-1.43074, 2.97226, -0.79796)  0.28



No. 3
The following is a DFT calculation (ωB97M-V with the def2-TZVPD basis set) of C5H14N2 as an isolated structure in a non-equilibrium geometry.

Computed properties:
* charge: 0
* spin multiplicity: 1
* ΔE to the lowest compared entry with this formula, charge and spin: 345.6 kJ/mol
* highest occupied orbital energy: -7.93 eV
* energy: -308.29142 hartree

Last column: Mulliken charge in e.
Element x y z (Å)
C (-0.88248, 2.73472, -2.85476)  -0.92
N (-0.01100, 0.92875, 0.12950)  -0.66
C (1.70672, -1.19963, -0.85234)  -1.34
C (1.00072, -1.31150, 0.49268)  -0.42
C (-0.06450, -0.24015, 0.70029)  0.45
C (-1.15137, -0.59223, 1.71287)  -0.58
N (-0.55155, -1.05068, 2.96273)  -0.61
H (-1.65149, 3.23716, -3.42186)  0.29
H (-1.17791, 1.69434, -2.72310)  0.18
H (0.06092, 2.79035, -3.38681)  0.22
H (-0.79382, 3.18882, -1.86983)  0.22
H (1.00633, -1.40202, -1.66839)  0.33
H (2.53323, -1.91420, -0.92466)  0.37
H (2.07990, -0.19567, -0.97929)  0.35
H (0.54885, -2.29860, 0.61235)  0.32
H (1.72421, -1.19492, 1.31392)  0.36
H (0.41250, 1.02179, 1.16388)  0.25
H (-1.69684, 0.31635, 1.89655)  0.47
H (-1.82831, -1.33501, 1.25408)  0.28
H (-1.27198, -1.29543, 3.62556)  0.23
H (0.00786, -1.88224, 2.81664)  0.22



No. 4
The following is a DFT calculation (ωB97M-V with the def2-TZVPD basis set) of an isolated ion of composition C5H14N2 and charge +1 in a non-equilibrium geometry.

Computed properties:
* charge: +1
* spin multiplicity: 2
* ΔE to the lowest compared entry with this formula, charge and spin: 262.0 kJ/mol
* highest occupied orbital energy (spin up / spin down): -13.62 / -13.59 eV
* energy: -308.02160 hartree

Last column: Mulliken charge in e.
Element x y z (Å)
N (0.85038, -2.09164, -2.56383)  -0.56
C (1.10210, -2.01263, -1.06867)  -0.35
C (0.94946, -0.51201, -0.74917)  -0.63
N (-0.31710, 0.03490, -0.07744)  -0.05
C (-1.88298, 1.78901, 0.62967)  -1.33
C (-0.42637, 1.32262, 0.80060)  0.41
C (-0.16641, 0.88609, 2.24322)  -1.10
H (1.28134, -2.88491, -2.97471)  0.25
H (1.32044, -1.31314, -2.94561)  0.21
H (2.23661, -2.32271, -0.61613)  0.28
H (0.40750, -2.76791, -0.67457)  0.33
H (1.73082, -0.34981, -0.00546)  0.35
H (1.07280, 0.02303, -1.61375)  0.42
H (-1.12627, 0.08271, -0.68913)  0.38
H (-1.77797, 2.81726, 0.89289)  0.34
H (-2.51778, 1.19860, 1.31100)  0.37
H (-2.48271, 1.76599, -0.38650)  0.45
H (0.35003, 2.12201, 0.66051)  0.30
H (0.62396, 0.08552, 2.35878)  0.31
H (-1.13891, 0.41023, 2.41409)  0.29
H (-0.08894, 1.71679, 3.05423)  0.34



No. 5
The following is a DFT calculation (ωB97M-V with the def2-TZVPD basis set) of an isolated ion of composition C5H14N2 and charge +2 in a non-equilibrium geometry.

Computed properties:
* charge: +2
* spin multiplicity: 1
* ΔE to the lowest compared entry with this formula, charge and spin: 204.7 kJ/mol
* highest occupied orbital energy: -19.64 eV
* SMILES string: C=[NH+]CC[C@H](C)[NH3+]
* energy: -307.71051 hartree

Last column: Mulliken charge in e.
Element x y z (Å)
C (1.94989, -0.38393, 1.95195)  -0.13
N (0.72518, -0.22369, 2.12035)  0.10
C (-0.40059, -0.58763, 1.34026)  -1.10
C (-0.86316, 0.47838, 0.29254)  -0.76
C (-0.63091, 0.08250, -1.22430)  0.06
C (0.71598, -0.50471, -1.59385)  -1.33
N (-1.30503, 0.98030, -2.20999)  -0.29
H (2.81581, 0.15429, 2.32745)  0.29
H (2.18502, -0.91265, 1.07016)  0.26
H (0.62564, 0.48950, 2.86862)  0.33
H (-0.13300, -1.45205, 0.74910)  0.51
H (-1.30934, -0.93399, 1.76482)  0.40
H (-1.93193, 0.63958, 0.47461)  0.46
H (-0.62853, 1.52295, 0.45334)  0.59
H (-1.18472, -0.97131, -1.27084)  0.30
H (0.84108, -1.45146, -1.05387)  0.28
H (0.78503, -0.72485, -2.67914)  0.45
H (1.58397, 0.07784, -1.28051)  0.32
H (-0.81594, 2.02082, -2.27728)  0.44
H (-2.32548, 1.17248, -1.98256)  0.40
H (-1.07592, 0.56488, -3.13604)  0.42



No. 6
The following is a DFT calculation (ωB97M-V with the def2-TZVPD basis set) of one molecule with the formula C5H14N2O in a non-equilibrium geometry.

Computed properties:
* charge: 0
* spin multiplicity: 1
* ΔE to the lowest compared entry with this formula, charge and spin: 238.1 kJ/mol
* highest occupied orbital energy: -8.70 eV
* SMILES string: NCNCCCCO
* energy: -383.61001 hartree

Last column: Mulliken charge in e.
Element x y z (Å)
N (-2.58023, -1.24790, -1.40088)  -0.55
C (-1.65938, -0.78768, -2.42371)  -0.74
N (-0.80481, 0.30630, -1.97134)  -0.30
C (0.19820, -0.08225, -1.00820)  -0.53
C (0.14015, 0.72155, 0.28694)  -0.72
C (0.44327, 0.02825, 1.61207)  -0.58
C (1.92774, 0.05246, 1.98720)  -0.44
O (2.19766, 1.11646, 2.87809)  -0.52
H (-3.10715, -0.52555, -0.92919)  0.24
H (-2.26845, -1.87612, -0.69369)  0.23
H (-2.28240, -0.69242, -3.30626)  0.36
H (-0.98996, -1.64123, -2.60987)  0.41
H (-0.48115, 0.82586, -2.77205)  0.24
H (1.20120, -0.07112, -1.45993)  0.30
H (0.10004, -1.15079, -0.77648)  0.34
H (0.59411, 1.71464, 0.19020)  0.33
H (-0.88125, 1.10511, 0.27912)  0.37
H (0.00148, -0.96199, 1.53420)  0.36
H (-0.09903, 0.55333, 2.38202)  0.34
H (2.09963, -0.88026, 2.54402)  0.24
H (2.57297, -0.04974, 1.11219)  0.32
H (2.82527, 1.74186, 2.49874)  0.30



No. 7
The following is a DFT calculation (ωB97M-V with the def2-TZVPD basis set) of a 3-piece molecular cluster, C5H14N2O overall in a non-equilibrium geometry.

Computed properties:
* charge: 0
* spin multiplicity: 1
* ΔE to the lowest compared entry with this formula, charge and spin: 749.5 kJ/mol
* highest occupied orbital energy: -7.42 eV
* energy: -383.41525 hartree

Last column: Mulliken charge in e.
Element x y z (Å)
C (-0.80043, 1.18134, 0.25160)  -1.23
C (-1.57910, 0.19658, 1.17109)  -0.13
C (1.87424, -0.88779, 1.08030)  -0.69
C (1.82257, -0.14350, -0.08737)  0.84
C (2.42967, 1.05687, -0.38924)  -0.63
N (1.18172, -0.80124, -1.15158)  -0.57
N (-2.68511, -0.26555, 0.43157)  -0.56
H (-1.51425, 1.88915, -0.18134)  0.43
H (-0.57611, 0.53245, -0.57929)  0.40
H (-0.08555, 1.80430, 0.78449)  0.26
H (-0.86340, -0.52540, 1.61657)  0.14
H (1.73168, -1.95052, 0.93922)  0.36
H (1.96049, -0.45985, 2.06900)  0.31
H (3.10707, 1.53407, 0.31762)  0.30
H (2.59903, 1.29826, -1.42898)  0.29
H (1.48199, -0.46503, -2.04933)  0.15
H (0.18435, -1.07331, -1.16360)  0.41
H (-1.92205, 0.81431, 2.01375)  0.34
H (-2.37201, -0.72478, -0.47185)  0.30
H (-1.39190, -1.38660, -2.42160)  0.13
H (-3.35045, -0.83562, 0.93590)  0.19
O (-1.23244, -0.78815, -1.68695)  -1.03



No. 8
The following is a DFT calculation (ωB97M-V with the def2-TZVPD basis set) of C5H14N2O as an isolated structure in a non-equilibrium geometry.

Computed properties:
* charge: 0
* spin multiplicity: 1
* ΔE to the lowest compared entry with this formula, charge and spin: 274.7 kJ/mol
* highest occupied orbital energy: -9.13 eV
* energy: -383.59607 hartree

Last column: Mulliken charge in e.
Element x y z (Å)
C (-0.45617, -1.58307, -1.12418)  -0.71
C (-1.94904, -0.10487, 0.38430)  -1.52
C (-0.88802, -0.19162, -0.67883)  0.77
N (-0.21655, -2.56991, -0.08843)  -0.58
N (-0.67523, 0.76623, -1.53981)  -0.59
H (-1.04750, -2.75786, 0.45996)  0.26
H (0.51974, -2.27247, 0.54257)  0.29
H (-1.20445, 1.61534, -1.35467)  0.31
H (0.44794, -1.47227, -1.72680)  0.35
H (-1.24293, -1.96757, -1.78314)  0.41
H (-2.82278, -0.69195, 0.10045)  0.36
H (-2.27420, 0.92309, 0.55228)  0.43
H (-1.57109, -0.49804, 1.32571)  0.34
C (1.71720, 0.72099, 0.23418)  0.53
C (1.52650, 1.68590, 1.40365)  -1.11
O (1.71969, 1.30230, -0.98629)  -0.65
H (0.62008, 1.20960, -1.42488)  0.39
H (2.60081, 0.08029, 0.38025)  0.34
H (0.77087, 0.01587, 0.27083)  -0.48
H (1.53503, 1.15396, 2.35504)  0.32
H (2.31970, 2.43480, 1.39700)  0.32
H (0.57039, 2.20127, 1.30082)  0.23



No. 9
The following is a DFT calculation (ωB97M-V with the def2-TZVPD basis set) of a 2-piece molecular cluster, C5H14N2O overall.

Computed properties:
* charge: 0
* spin multiplicity: 1
* ΔE to the lowest compared entry with this formula, charge and spin: 272.6 kJ/mol
* highest occupied orbital energy: -9.13 eV
* SMILES string: C=CCO.CNCN
* energy: -383.59690 hartree

Last column: Mulliken charge in e.
Element x y z (Å)
C (0.35490, 1.63954, -3.04046)  -0.76
C (-0.18640, 2.35965, -2.06784)  -0.02
C (0.26313, 2.28360, -0.65292)  -0.09
O (0.67336, 3.57827, -0.20941)  -0.54
H (0.00811, 1.68803, -4.06377)  0.26
H (1.17200, 0.94685, -2.86837)  0.20
H (-0.98138, 3.05664, -2.31340)  0.30
H (-0.54950, 1.91743, -0.01459)  0.10
H (1.11114, 1.59236, -0.59324)  0.24
H (1.05904, 3.48375, 0.66155)  0.29
C (-0.51176, -0.88740, 2.35886)  -0.65
N (0.44042, -1.78984, 1.72312)  -0.42
C (0.06347, -2.12721, 0.36246)  -0.36
N (-0.77294, -3.31561, 0.23434)  -0.64
H (-0.25702, -0.77297, 3.41211)  0.34
H (-0.57982, 0.07560, 1.83446)  0.10
H (-1.51803, -1.31484, 2.34157)  0.28
H (1.36701, -1.39205, 1.78260)  0.25
H (0.95649, -2.33851, -0.23254)  0.40
H (-0.42378, -1.27984, -0.14047)  0.21
H (-0.20448, -4.09319, 0.52634)  0.28
H (-1.48397, -3.31025, 0.95959)  0.22



No. 10
The following is a DFT calculation (ωB97M-V with the def2-TZVPD basis set) of one molecule with the formula C5H14N2O.

Computed properties:
* charge: 0
* spin multiplicity: 1
* ΔE to the lowest compared entry with this formula, charge and spin: 190.5 kJ/mol
* highest occupied orbital energy: -8.40 eV
* SMILES string: CN[C@H](CN)[C@H](C)O
* energy: -383.62816 hartree

Last column: Mulliken charge in e.
Element x y z (Å)
C (-2.27094, -0.92072, 0.18748)  -0.90
N (-1.54460, 0.15713, 0.83317)  -0.40
C (-0.17456, 0.37625, 0.40178)  -0.18
C (-0.13054, 1.03595, -0.98739)  -0.48
N (0.39607, 2.39783, -0.85383)  -0.60
C (0.74545, -0.86080, 0.47414)  0.00
C (2.17846, -0.45564, 0.81360)  -1.43
O (0.73144, -1.54105, -0.79212)  -0.56
H (-3.18427, -1.07976, 0.75100)  0.39
H (-2.59856, -0.56355, -0.79025)  0.24
H (-1.67426, -1.81755, 0.07169)  0.29
H (-1.60753, 0.13701, 1.84085)  0.29
H (0.23578, 1.09720, 1.09634)  0.54
H (-1.09864, 0.97448, -1.50270)  0.23
H (0.53607, 0.52163, -1.66520)  0.34
H (-0.16684, 2.99606, -0.26723)  0.19
H (0.55908, 2.85645, -1.74314)  0.21
H (0.39882, -1.58315, 1.22375)  0.39
H (2.26887, 0.26577, 1.63133)  0.36
H (2.57901, 0.06942, -0.04599)  0.32
H (2.79018, -1.30587, 1.12746)  0.42
H (1.17105, -2.38830, -0.66567)  0.33



No. 11
The following is a DFT calculation (ωB97M-V with the def2-TZVPD basis set) of one molecule with the formula C5H14N2O in a non-equilibrium geometry.

Computed properties:
* charge: 0
* spin multiplicity: 1
* ΔE to the lowest compared entry with this formula, charge and spin: 342.0 kJ/mol
* highest occupied orbital energy: -7.93 eV
* SMILES string: C[C@H](O)[C@H](C)NCN
* energy: -383.57044 hartree

Last column: Mulliken charge in e.
Element x y z (Å)
C (-1.58598, -1.26570, 1.26455)  -1.37
C (-0.73146, -0.08969, 1.44388)  0.08
O (-1.25726, 1.12973, 2.09871)  -0.56
C (-0.08632, 0.45570, 0.10555)  0.20
C (-1.21522, 0.83886, -1.00308)  -1.63
N (0.94788, -0.40483, -0.17000)  -0.25
C (2.32281, 0.11251, -0.61555)  -0.45
N (2.34990, -0.27648, -2.00416)  -0.55
H (-0.94251, -2.12559, 1.34217)  0.39
H (-2.24885, -1.55295, 2.07444)  0.44
H (-2.04149, -1.38520, 0.25302)  0.24
H (0.06502, -0.35621, 2.11792)  0.30
H (-2.27985, 1.01152, 2.19726)  0.32
H (0.37040, 1.50248, 0.38853)  0.26
H (-1.56914, 0.06797, -1.56441)  0.41
H (-1.07647, 1.73278, -1.57663)  0.38
H (-1.91748, 1.27150, -0.29506)  0.41
H (0.65112, -1.28654, -0.65358)  0.31
H (2.33473, 1.18073, -0.35826)  0.26
H (2.97127, -0.38002, 0.03795)  0.40
H (3.31043, -0.32954, -2.43828)  0.20
H (1.62850, 0.14898, -2.64497)  0.18



No. 12
The following is a DFT calculation (ωB97M-V with the def2-TZVPD basis set) of a 2-piece molecular cluster, C5H14N2O overall in a non-equilibrium geometry.

Computed properties:
* charge: 0
* spin multiplicity: 1
* ΔE to the lowest compared entry with this formula, charge and spin: 254.8 kJ/mol
* highest occupied orbital energy: -8.66 eV
* SMILES string: C=CCCNCN.O
* energy: -383.60367 hartree

Last column: Mulliken charge in e.
Element x y z (Å)
C (1.49393, -0.47222, -1.90857)  -0.79
C (0.53820, -0.18280, -1.03987)  -0.50
C (0.09837, 1.14987, -0.51361)  -0.30
C (-0.97664, 1.09272, 0.61273)  -0.77
N (-0.51099, 1.05043, 1.98283)  -0.30
C (-0.17102, -0.26697, 2.53452)  -0.73
N (0.91542, -1.03680, 2.00654)  -0.57
H (1.58471, -1.42749, -2.41419)  0.26
H (2.31762, 0.19269, -2.14506)  0.25
H (-0.26508, -0.90971, -0.93269)  0.53
H (-0.29994, 1.71867, -1.35489)  0.30
H (0.90357, 1.73469, -0.05528)  0.36
H (-1.56341, 0.18374, 0.44430)  0.40
H (-1.65741, 1.91861, 0.43853)  0.32
H (0.30047, 1.64382, 2.12071)  0.24
H (-1.08118, -0.86512, 2.47703)  0.40
H (-0.02950, -0.10290, 3.60322)  0.37
H (1.82213, -0.57549, 1.95168)  0.27
H (0.80090, -1.30082, 1.03350)  0.29
O (-1.70435, -1.33054, -2.78526)  -0.66
H (-0.90556, -1.80805, -3.03022)  0.31
H (-1.61023, -0.40634, -3.02593)  0.32